Below is a cluster of 2 separate species, C2H5O in total at a distorted geometry, with properties calculated with ωB97M-V/def2-TZVPD.

As for the energy above the lowest of the compared OMol25 structures with the same formula, charge and spin: 90.23 kJ/mol. The frontier orbital gap comes out at 6.44 eV. For the HOMO energy, the calculation gives -2.067 eV. As for the net charge: -1.

```
8
C2H5O ωB97M-V/def2-TZVPD
O 0.593 -2.573 -0.901
H 0.357 -3.073 -1.692
C -0.600 0.472 0.528
C 0.318 1.414 0.353
H -1.520 0.571 1.092
H -0.381 -0.555 0.213
H -0.008 2.427 0.605
H 1.240 1.318 -0.197
```



Below is the ion C14H22F7IN3OS with charge +1, with properties calculated with ωB97M-V/def2-TZVPD.

Its structure (SMILES) is CC[C@H](I)NC1=[N+](CCCS)[C@@H](COC(F)(F)F)[C@H](F)N1CCC(F)(F)F. The frontier orbital gap comes out at 8.60 eV. For the HOMO energy, the calculation gives -12.429 eV. As for the net charge: +1.

```
49
C14H22F7IN3OS ωB97M-V/def2-TZVPD
C 3.211 -2.683 0.869
C 3.069 -1.375 1.650
C 1.778 -1.126 2.432
I 0.819 -2.884 3.197
N 0.744 -0.280 1.798
C 0.111 -0.415 0.664
N -0.949 0.325 0.279
C -1.458 1.504 0.998
C -1.226 2.800 0.197
C -0.401 3.846 0.955
S 1.384 3.775 0.639
C -1.940 -0.703 -0.158
C -2.973 -0.184 -1.154
O -4.247 -0.673 -0.734
C -5.280 0.175 -0.939
F -5.362 0.574 -2.208
F -6.383 -0.425 -0.591
F -5.138 1.291 -0.195
C -1.037 -1.882 -0.587
F -1.414 -2.998 0.084
N 0.334 -1.482 -0.229
C 0.987 -0.999 -1.486
C 2.330 -0.316 -1.281
C 2.932 0.052 -2.620
F 2.084 0.774 -3.365
F 4.033 0.768 -2.458
F 3.241 -1.038 -3.324
H 2.272 -3.000 0.407
H 3.962 -2.572 0.081
H 3.552 -3.486 1.525
H 3.864 -1.333 2.402
H 3.233 -0.498 1.014
H 2.031 -0.576 3.337
H 0.388 0.448 2.407
H -2.518 1.340 1.211
H -0.967 1.595 1.974
H -2.179 3.237 -0.116
H -0.684 2.531 -0.715
H -0.690 4.854 0.648
H -0.573 3.790 2.034
H 1.610 2.594 1.238
H -2.462 -1.059 0.740
H -2.770 -0.529 -2.173
H -2.964 0.910 -1.154
H -1.077 -2.093 -1.657
H 0.317 -0.309 -2.014
H 1.119 -1.886 -2.111
H 2.241 0.614 -0.708
H 3.042 -0.992 -0.803
```



Below is a cluster of 2 separate species, C4H11NO2 in total at a distorted geometry, with properties calculated with ωB97M-V/def2-TZVPD.

Its structure (SMILES) is CC(=O)N(C)C.O. As for the energy above the lowest of the compared OMol25 structures with the same formula, charge and spin: 156.00 kJ/mol. The frontier orbital gap comes out at 9.51 eV. For the HOMO energy, the calculation gives -8.996 eV.

```
18
C4H11NO2 ωB97M-V/def2-TZVPD
C -0.417 -1.087 -1.453
C -0.005 -1.091 0.005
O -0.297 -2.028 0.742
N 0.912 -0.156 0.410
C 0.941 0.398 1.800
C 1.397 0.796 -0.657
H -1.443 -0.676 -1.684
H -0.405 -2.099 -1.801
H 0.310 -0.648 -2.068
H 0.262 -0.296 2.490
H 1.967 0.243 2.019
H 0.526 1.414 1.747
H 0.532 1.434 -1.012
H 1.817 0.241 -1.521
H 2.043 1.529 -0.087
O -2.035 2.179 -0.599
H -2.446 3.037 -0.371
H -2.386 1.604 0.103
```



Below is the ion C8H14N3O2 with charge +1 at a distorted geometry, with properties calculated with ωB97M-V/def2-TZVPD.

As for the energy above the lowest of the compared OMol25 structures with the same formula, charge and spin: 366.36 kJ/mol. The frontier orbital gap comes out at 8.64 eV. For the HOMO energy, the calculation gives -13.248 eV. As for the net charge: +1.

```
27
C8H14N3O2 ωB97M-V/def2-TZVPD
C -1.559 -1.291 -0.497
C -2.012 1.070 -0.099
C 1.175 0.145 -1.824
C 2.181 -0.651 0.080
C 0.333 0.605 -0.737
C 0.987 0.220 0.568
C 1.649 1.619 0.935
C 0.077 -0.268 1.607
N -2.292 -0.232 0.011
N -0.768 1.277 -0.835
N -2.219 -2.430 -0.385
O -2.693 2.020 0.178
O 2.353 -0.347 -1.298
H 0.797 -0.797 -2.423
H 1.488 0.914 -2.706
H 3.206 -0.597 0.464
H 1.828 -1.809 0.093
H 2.074 2.223 0.005
H 2.335 1.338 1.594
H 0.785 2.289 1.304
H -0.559 -1.189 1.444
H -0.556 0.484 1.947
H 0.647 -0.389 2.599
H -3.133 -0.388 0.432
H -1.038 1.893 -1.565
H -1.924 -3.237 -0.863
H -3.161 -2.471 -0.031
```



Below is a structure of composition C39H42BCl5GeMnN5O2SSe at a distorted geometry, with properties calculated with ωB97M-V/def2-TZVPD.

The expectation value of S² is 8.76. As for the energy above the lowest of the compared OMol25 structures with the same formula, charge and spin: 0.00 kJ/mol. The frontier orbital gap (alpha / beta) comes out at 4.77 / 4.70 eV. Its spin multiplicity is 6. For the HOMO energy (alpha / beta), the calculation gives -9.915 / -9.906 eV. As for the net charge: +1.

```
98
C39H42BCl5GeMnN5O2SSe ωB97M-V/def2-TZVPD
Mn 0.361 -5.341 22.315
Cl 4.510 -1.448 22.189
C 3.308 -1.887 23.346
C 1.934 -1.559 23.228
C 0.991 -2.014 24.153
Cl -0.635 -2.188 23.685
C 1.457 -2.451 25.407
Cl 0.308 -2.539 26.681
C 2.802 -2.817 25.562
Cl 3.315 -3.573 26.979
C 3.725 -2.536 24.528
Cl 5.369 -3.026 24.732
C -1.462 -4.493 19.099
Ge -1.092 -5.827 20.458
C -2.973 -6.185 21.012
C -3.829 -6.869 20.126
C -5.149 -7.204 20.537
C -5.589 -6.861 21.813
C -4.739 -6.249 22.698
C -3.446 -5.869 22.290
C -0.698 -7.402 19.289
C -0.323 -7.215 17.971
C 0.479 -8.165 17.312
C 0.818 -9.341 17.962
C 0.359 -9.634 19.227
C 0.521 -10.914 19.785
C -0.011 -11.181 21.030
C -0.601 -10.174 21.809
C -0.842 -8.932 21.226
C -0.439 -8.640 19.911
H -2.499 -4.602 18.806
H -0.777 -4.517 18.256
H -1.349 -3.521 19.579
H -3.480 -7.258 19.173
H -5.824 -7.768 19.856
H -6.606 -7.124 22.072
H -5.026 -6.017 23.735
H -2.831 -5.354 23.017
H -0.582 -6.243 17.484
H 0.740 -7.980 16.264
H 1.392 -10.128 17.422
H 1.072 -11.676 19.250
H 0.172 -12.153 21.486
H -0.953 -10.385 22.816
H -1.422 -8.211 21.785
Se 4.049 -6.297 21.292
N 4.272 -7.359 22.703
C 3.299 -7.208 23.605
C 3.101 -7.966 24.785
C 1.933 -7.732 25.513
C 1.090 -6.669 25.164
N 1.223 -5.930 24.056
C 2.363 -6.099 23.325
N 2.532 -5.484 22.135
H 3.746 -8.801 24.993
H 1.658 -8.324 26.386
H 0.214 -6.467 25.772
C -0.633 1.644 20.913
C 0.417 0.640 20.440
C -0.042 0.012 19.125
O 0.352 -0.469 21.430
B 1.487 -0.495 22.126
O 2.264 0.608 21.875
C 1.874 1.132 20.557
C 2.020 2.671 20.488
C 2.813 0.470 19.567
H -1.594 1.111 21.040
H -0.812 2.471 20.200
H -0.447 2.085 21.908
H -1.084 -0.312 19.172
H 0.574 -0.865 18.881
H -0.029 0.737 18.305
H 1.420 3.239 21.193
H 1.773 3.035 19.466
H 3.061 2.906 20.758
H 2.811 -0.614 19.565
H 3.853 0.750 19.745
H 2.590 0.785 18.517
C 6.973 -4.638 18.265
N 5.717 -4.030 17.802
C 5.581 -2.565 17.911
C 4.634 -4.831 17.782
S 3.299 -4.604 18.798
N 4.700 -5.910 16.920
C 5.475 -5.735 15.679
C 3.637 -6.881 16.846
H 6.833 -5.112 19.262
H 7.738 -3.851 18.442
H 7.396 -5.427 17.620
H 4.683 -2.289 17.336
H 6.487 -2.113 17.484
H 5.479 -2.282 18.976
H 6.536 -5.444 15.830
H 5.001 -4.968 15.046
H 5.486 -6.638 15.052
H 3.189 -7.113 17.831
H 4.061 -7.835 16.452
H 2.852 -6.566 16.129
```



Question: Number 2 is which compound?
Answer: C14H22F7IN3OS